54
Properties=species:S:1:pos:R:3 method="wB97M-V/def2-TZVPD" spin_multiplicity=5 gap_ha="0.2381 / 0.1492" e_homo_ev="-16.86 / -16.86" total_charge=+3
C -22.7921 2.4460 -1.3852
C -21.0744 9.6271 -0.7156
H -16.9772 2.9211 -3.3220
H -17.1501 8.8081 -4.6192
H -23.1154 4.9640 1.8126
O -23.8678 9.6452 -0.0074
Pd -21.4902 5.1241 -1.5157
F -20.0192 5.2931 -3.2760
H -22.0785 0.5761 -0.6045
C -23.6772 5.2497 0.9234
C -16.7046 3.9410 -3.0573
H -25.8666 9.1767 -0.3609
C -23.4420 8.7234 -0.9332
H -21.9249 8.0318 0.3863
C -21.9733 8.3987 -0.6427
H -23.9542 7.7486 -0.9662
H -23.7949 0.5265 -1.0929
H -25.2738 10.7212 -1.0914
H -16.2662 6.2768 -6.0637
H -23.4534 2.7626 -2.1954
H -25.5025 10.6906 0.5959
H -20.7361 2.3542 -1.2178
O -23.0983 4.5146 -0.1945
H -21.4670 10.4899 -0.1766
N -21.4187 2.9109 -1.7409
C -25.2244 10.0435 -0.2321
H -18.9230 7.3720 -5.4422
H -21.2246 2.5763 -2.6849
H -24.7330 5.0193 1.0413
C -23.2333 3.0872 -0.0676
H -15.4962 8.4098 -5.1449
H -17.4395 6.6001 -3.2416
N -21.4290 7.3845 -1.5723
H -21.5605 7.7395 -2.5250
N -18.3396 6.6358 -5.8507
O -17.1301 4.7799 -4.1467
H -15.7701 6.2452 -3.6556
C -16.7982 6.1663 -4.0197
H -15.6151 3.9376 -2.9966
C -22.8114 0.9147 -1.3446
H -20.4061 7.3789 -1.5454
H -18.3319 6.8912 -6.8444
H -17.1673 4.2754 -2.1303
H -22.4603 0.5013 -2.2907
Pd -19.2046 4.6367 -5.1456
H -20.1184 9.3578 -0.2616
C -16.5530 8.2807 -5.3687
H -23.5291 6.3063 0.7220
H -22.6247 2.6974 0.7542
H -23.5201 9.1324 -1.9516
H -24.2637 2.8341 0.1799
C -16.9415 6.7940 -5.3810
H -16.7534 8.7726 -6.3212
H -21.0002 10.0109 -1.7387



55
Properties=species:S:1:pos:R:3 method="wB97M-V/def2-TZVPD" gap_ha=0.1888 e_homo_ev=-2.70 total_charge=-1
H -2.7320 -4.2670 -0.6013
C -2.5448 -4.3711 0.4723
H 0.9213 4.7671 -3.3836
H 3.5256 5.3225 -1.0056
P -0.3952 -4.2539 2.1631
C -5.9903 -2.1793 2.6393
C 2.2824 1.2432 -0.0247
H 2.5709 5.1278 -3.9180
N 3.7667 1.9663 -2.9187
N 1.4988 1.8781 -1.0772
H 4.5065 -0.0067 -2.5888
C -1.0387 -4.6323 0.6444
I 0.6796 -1.7913 1.9705
H -0.8538 -5.7052 0.5427
O 0.9858 -5.2017 2.2357
H 3.0756 1.9010 0.3462
H -6.2630 -3.2316 2.6774
H -2.5888 -0.2875 2.2942
H 3.3373 2.1875 -4.9789
H -5.1161 -2.0562 5.4544
H 4.4658 4.5223 -2.2837
O 1.3757 1.3902 -3.5061
C -4.1320 -2.2826 5.0415
C 4.5978 1.0189 -2.2059
O -3.3330 -3.2357 2.4867
H -0.3135 1.4019 -0.1449
H 4.0364 3.6575 -0.8029
H 0.1838 0.2088 -1.3638
H 4.8612 1.3969 -4.6267
H -3.4701 0.2526 3.7162
H -4.2935 0.2509 2.1954
H -0.4657 1.7720 -1.8550
H -3.9071 -3.3174 5.2813
H -6.6284 -1.5900 3.2925
H -3.4265 -1.6102 5.5204
H 4.3828 1.0047 -1.1433
H -3.9768 -2.8084 0.5754
C -3.5600 -0.3004 2.7814
H 2.7197 0.2905 -0.3384
C 3.6742 4.3767 -1.5337
H 1.7208 -4.6511 1.9411
H -2.3380 -2.2883 0.8949
C 0.1622 1.2749 -1.1179
N 2.4102 3.9917 -2.1081
C 1.9252 5.0180 -3.0329
H 1.6553 1.0383 0.8414
H 4.7085 3.1490 -4.4031
H 5.6457 1.3275 -2.2890
C 4.1875 2.1867 -4.2920
H -3.1484 -5.2225 0.7956
H 1.8632 5.9876 -2.5337
C -3.0508 -3.0894 1.0954
Si -4.1915 -2.0206 3.1857
P 2.1065 2.3356 -2.6151
H -6.0750 -1.8462 1.6077



50
Properties=species:S:1:pos:R:3 method="wB97M-V/def2-TZVPD" spin_multiplicity=3 gap_ha="0.1397 / 0.2940" e_homo_ev="-3.14 / -7.39" total_charge=0
C 4.0630 -0.1447 -1.0484
C 0.0053 -3.3338 2.2579
C -2.1443 -1.9340 1.0252
C -0.2872 1.4222 0.8681
H 0.1031 -2.4638 2.9187
H -0.7599 4.2160 0.8454
H 4.4141 -1.1515 -0.7914
C -2.6110 3.3345 1.5959
H -2.5815 -1.5245 0.1072
H -4.1464 2.9412 0.1539
H 2.9061 -2.0456 -3.2981
C -2.5304 1.5945 -0.2889
C -1.1117 3.6210 1.7054
H -1.9589 -1.1118 1.7288
C -3.0507 2.9520 0.1851
Pd 0.8954 -1.1828 -0.2440
H 3.0304 -0.4084 2.3188
C -1.0132 1.5625 -0.4439
C 2.5888 -0.9998 -3.4024
H 2.7410 1.9184 -2.7648
H -2.8382 -2.6581 1.4742
H 0.9978 1.5491 -2.5616
H -3.1361 4.2474 1.9044
H -0.8850 4.1799 2.6195
O 0.4448 0.4146 1.1525
H -0.7083 -4.0512 2.6857
H 1.9694 2.0474 -1.1487
H 0.9859 -3.8116 2.1423
H -2.8431 0.8086 0.4094
H 3.3413 -0.4432 -3.9802
P -0.5735 -2.7586 0.6340
H 0.3309 2.2816 2.5547
H -1.4926 -3.9589 -1.2426
N -0.3542 2.3740 1.8048
H -2.7318 3.7155 -0.5355
H 1.6249 -0.9634 -3.9274
H 4.0082 0.4629 -0.1364
H -0.6593 2.4883 -0.9253
H -2.9912 1.3478 -1.2548
H 2.4807 -0.7914 2.6537
H -1.7072 -4.8701 0.2875
H 0.4954 -2.1371 -1.5662
H 4.7529 0.3192 -1.7667
H -2.9002 2.5400 2.3016
H -0.1053 -4.8287 -0.5193
C 1.9868 1.4870 -2.0923
H -0.7223 0.7350 -1.1143
C -1.0130 -4.2508 -0.2992
H 1.2954 -2.4829 -1.2228
P 2.3952 -0.2538 -1.7595



59
Properties=species:S:1:pos:R:3 method="wB97M-V/def2-TZVPD" gap_ha=0.1767 e_homo_ev=-2.76 total_charge=-1
H -3.2750 -2.7606 3.7513
C -2.1448 3.0633 1.7739
H -3.8704 -1.2727 2.9509
H 1.0873 2.4071 -3.1242
H 2.6009 1.3668 -0.4761
H -2.7186 3.7599 -0.8974
O 2.9741 -0.8009 1.7380
H 0.8877 -0.8015 -5.2940
H 6.2306 2.6517 -0.5221
C 0.8093 1.5819 -3.7798
H 4.2186 0.6523 -0.0424
C -4.6140 -2.3862 -0.7879
H -2.5545 2.0719 -1.1445
H 3.8060 2.2748 0.4268
H -1.1287 -2.2076 2.7144
C -2.0147 -1.4684 -1.0845
H -1.2231 -0.9372 -0.5560
H -4.6272 -2.3145 -1.8754
H 1.0730 1.8021 -4.8143
C 2.6188 -2.0188 2.3663
H -2.7174 2.1423 1.8830
C 1.8675 -3.1606 1.5022
H -1.6410 -2.4913 -1.0390
H 0.0779 -1.1861 3.5133
H 3.4905 -2.5510 2.7472
H 6.6860 2.7176 -2.2258
H -1.1131 -0.4877 2.4202
H -2.8271 3.8845 1.5545
C -1.9660 2.9804 -1.0163
H 2.0661 -1.7983 3.2795
O -0.0938 1.7455 0.6199
H -1.7198 3.2079 2.7672
O 0.6680 -2.8674 0.8152
S 4.3017 2.1862 -1.9855
S 1.6497 0.0145 -3.1572
C 0.7690 -1.1570 -4.2705
H -1.4274 3.2756 -1.9168
H -2.1289 -1.1205 -2.1112
O -2.2161 0.6078 4.5522
H 1.0574 -2.2068 -4.2162
C -3.6080 -1.7338 3.9030
S -2.1283 -0.8564 4.5907
H 6.6454 1.2133 -1.4057
H 2.5422 -3.6634 0.8093
H -4.2692 -1.5781 4.7555
H -4.2839 -3.4148 -0.6421
H -0.2534 1.4267 -3.5935
H 1.6395 -3.9411 2.2281
O -3.8612 0.2659 -0.0966
C 3.6717 1.5381 -0.3653
C 6.1105 2.1595 -1.4872
C -0.9623 -1.2421 3.1923
Ag 0.9172 -0.3094 0.6079
H -0.3018 -1.1552 -4.0666
O 1.0504 -0.3051 -1.7467
O 4.0755 3.6897 -1.9423
S -0.8462 3.0438 0.4702
S -3.4623 -1.2092 0.0648
H -5.5942 -2.3275 -0.3148



54
Properties=species:S:1:pos:R:3 method="wB97M-V/def2-TZVPD" spin_multiplicity=3 gap_ha="0.1653 / 0.1560" e_homo_ev="-16.63 / -16.34" total_charge=+3
C -0.6380 -3.4871 -1.6107
C 2.2896 1.0201 0.1940
P -0.4468 -2.7402 0.0984
Mo -0.3846 -0.0235 0.6741
H 5.1365 1.2312 0.6019
C 3.2157 1.2164 -2.0217
N 1.1856 0.5993 -0.4423
H 0.6228 -0.7083 1.9279
C 4.6304 1.9503 -0.0234
H 2.4014 1.8589 -2.3973
C 1.2573 -3.2760 0.4571
N 3.3763 1.3803 -0.5354
H -3.4825 2.7974 -1.8162
H 0.9294 0.5653 3.2566
H 4.0269 1.8286 2.1068
H 1.9752 -2.7745 -0.2013
H -0.8411 -5.0568 0.6696
H -1.6809 -3.4582 -1.9545
Cl -3.3900 -1.3461 -0.3362
H -4.6841 1.1750 0.4256
H -3.8246 1.7579 1.8558
H -1.6045 -1.6974 -1.7638
C -2.9174 1.8657 -1.7498
H -2.2416 4.0613 0.0909
N 2.1463 1.0007 1.5541
C -3.9238 1.8847 0.7765
H -0.1494 1.2026 1.8899
H 2.6173 2.1977 3.2145
H -2.4110 -4.2030 0.5258
H 4.4278 2.8751 0.4934
H -0.0189 -3.0018 -2.3711
C -1.3768 -4.1168 0.8838
H -2.1293 1.9085 -2.5064
H -1.1799 3.3105 1.3377
H 1.3195 -4.3737 0.3202
P -2.2920 1.6470 -0.0220
H -0.6256 3.3931 -0.3512
H -3.6037 1.0619 -2.0362
H 3.3469 0.5352 3.2171
H -4.2555 2.9100 0.5467
H -0.3758 -4.5480 -1.5888
C 0.9238 0.5120 2.1649
H 1.2547 0.5863 -1.4648
H 4.1310 1.5055 -2.5204
C -2.5514 -1.1987 -1.8421
H -3.1554 -1.4701 -2.6853
H 5.2405 2.1552 -0.8898
I -4.7854 -2.2021 1.6183
H 3.0041 0.1612 -2.2716
H 1.4914 -3.0178 1.4941
C 3.1091 1.4216 2.5737
H -2.1701 -0.1922 -1.8178
C -1.5032 3.2599 0.2923
H -1.4165 -3.9440 1.9586



58
Properties=species:S:1:pos:R:3 method="wB97M-V/def2-TZVPD" gap_ha=0.1110 e_homo_ev=1.27 total_charge=-2
C -14.3665 -14.1738 27.8049
H -16.7109 -13.8611 19.3964
O -15.3741 -13.9091 20.9730
C -13.4128 -12.0500 24.9689
C -13.0619 -9.0710 22.1967
H -14.4915 -12.1219 25.1352
H -13.1649 -11.6255 24.0020
H -17.9084 -14.1987 21.6952
H -14.6511 -17.3958 21.3076
H -14.5498 -15.1362 28.3021
H -14.0828 -16.7478 23.6814
H -15.9836 -6.6722 21.3555
C -14.0728 -18.0386 21.9783
C -13.3419 -17.1836 23.0008
H -12.1053 -15.6666 22.8899
H -13.4468 -7.9437 20.4933
C -11.6231 -8.6273 22.3976
H -12.7000 -17.8630 23.5783
O -9.5398 -13.6561 20.5179
H -13.3030 -13.9575 27.9195
O -11.9662 -13.5132 19.9310
H -17.0975 -15.7172 21.8328
C -17.5202 -15.0296 21.0986
H -12.1582 -13.3604 26.0865
H -12.4625 -10.9879 21.8739
C -13.8420 -14.5416 25.5434
O -14.8499 -14.1818 26.4783
O -12.6360 -16.2085 22.2826
H -13.3272 -15.4758 25.7876
H -14.9655 -13.4230 28.3257
N -13.1706 -10.3414 21.4949
H -11.1303 -8.5424 21.4267
H -15.4790 -5.4128 22.5455
H -11.1010 -14.2049 24.1602
H -15.8950 -15.3777 19.7136
H -13.0126 -11.3454 25.7028
C -13.9321 -8.0512 21.4769
H -13.6152 -9.1904 23.1471
H -14.9174 -8.5013 21.3344
H -14.8640 -5.3480 20.9207
C -12.8099 -13.4578 25.2034
O -11.3953 -12.3653 22.0093
P -10.7773 -12.7235 20.6157
C -15.1626 -6.0465 21.7142
H -11.0371 -9.2214 23.0916
O -14.0698 -6.8054 22.1422
H -18.3479 -15.4976 20.5649
O -10.5325 -11.5629 19.6115
C -16.3739 -14.5245 20.1987
Cu -13.1275 -13.6882 21.7221
H -13.4011 -18.6019 21.3296
H -15.6454 -13.0058 21.1761
H -11.7512 -13.0288 23.4362
H -11.6700 -7.5948 22.7847
H -14.8013 -18.7300 22.4128
N -12.0472 -13.8445 24.0196
H -14.3630 -14.7074 24.5951
H -12.8826 -10.1869 20.5267



53
Properties=species:S:1:pos:R:3 method="wB97M-V/def2-TZVPD" gap_ha=0.2996 e_homo_ev=-7.60 total_charge=0
H 3.6482 0.7831 3.9320
O 0.8069 -0.1685 -1.9770
H 2.5393 1.7448 1.8530
Hg 0.3625 0.2332 0.2590
H -0.4893 2.1499 -2.7732
H 1.8922 -1.4660 -3.1811
C -2.4207 -0.8848 -1.5236
H 3.6955 -0.7779 2.9503
H -0.6575 -5.2503 -0.0194
H 0.0996 -3.1226 -0.7365
H 2.7849 1.0193 -3.2651
C -3.5348 -1.3879 -0.6375
H -4.1242 -2.1270 -1.1801
O 0.7412 2.5378 -0.1647
H -4.2947 -0.6514 -0.3762
O -0.9671 0.6193 2.0807
H 0.4778 0.3462 -2.7175
C 3.0862 0.2698 -2.5332
O -1.8895 0.2712 -0.9266
H 0.4998 4.3808 -0.8775
H -3.3351 0.3507 1.3671
C 3.1803 0.8649 1.7994
C -0.7208 -4.3990 0.6583
H -0.3618 3.9448 -3.0500
C -3.2917 1.0772 2.1786
H 2.2830 -1.4410 -1.4715
H -2.5032 0.9791 -1.1360
H -1.6588 -1.6446 -1.6978
H 2.2105 -0.1428 3.5106
H 1.0394 2.8968 -2.8130
C 3.1933 0.1675 3.1559
H 3.3146 0.8761 -1.6567
H -0.9348 3.5275 -0.6023
H -1.7833 2.5340 1.7990
H -2.8931 -0.5513 -2.4475
H -3.2265 -1.7535 0.3419
O 2.6157 0.0116 0.8171
H 4.1975 1.1672 1.5501
H -1.7378 -4.0079 0.6853
O 0.2360 -2.0201 1.0098
H -3.6476 0.5969 3.0900
C 0.2617 -3.2498 0.3339
H -4.0032 1.8786 1.9795
C 0.0109 3.0795 -2.5018
C -1.8974 1.6404 2.4125
H 4.0654 -0.0822 -2.8580
H -1.8235 1.9104 3.4660
H -1.2090 -0.1823 2.5503
H -0.4655 -4.7851 1.6451
C 0.0629 3.3923 -1.0199
H 1.2651 -3.6736 0.2942
H 3.2867 -0.6710 0.7430
C 2.0141 -0.8104 -2.3189



67
Properties=species:S:1:pos:R:3 method="wB97M-V/def2-TZVPD" spin_multiplicity=2 gap_ha="0.2732 / 0.1634" e_homo_ev="-10.97 / -10.97" total_charge=+1
Na -4.6857 -14.1888 27.8394
H -3.5878 -10.2606 25.4630
H -11.3199 -18.9061 24.2725
O -5.5268 -15.6327 26.2516
O -6.2424 -17.9862 27.2077
H -6.4909 -13.9028 21.6833
P -5.0710 -17.0043 27.0086
C -4.1738 -11.0238 25.9751
H -12.9274 -19.6130 27.4864
Na -7.8884 -15.3197 26.4704
H -9.4454 -20.5183 24.7188
O -6.1185 -17.3035 23.3759
N -6.1432 -14.3043 24.0942
H -5.5710 -12.4155 21.5605
C -5.0885 -18.1522 22.8982
C -1.2832 -16.8806 24.2691
S -4.0403 -19.9781 29.8340
H -8.6317 -20.3088 26.1124
O -3.8874 -20.8558 30.9991
O -5.4104 -20.1119 29.3703
O -1.6799 -16.5953 25.5707
O -3.1164 -20.2824 28.7606
H -4.2554 -14.2691 23.5471
O -3.7902 -17.6724 26.4446
O -4.7195 -16.4415 28.4390
In -6.6074 -17.5130 30.1929
H -2.0350 -15.2322 22.9508
C -5.5508 -13.4279 21.9639
H -0.3953 -15.3722 22.6814
H -4.1522 -19.2976 24.4975
O -4.5118 -12.3733 25.5615
C -12.6987 -19.0740 26.5670
H -6.3304 -15.2455 23.7790
H -5.8164 -14.6268 24.9939
C -9.2718 -18.3766 25.1634
N -8.8248 -17.6932 26.2996
H -5.7089 -11.6075 24.0227
H -13.3478 -19.5523 25.8336
H -1.8896 -17.7278 23.9490
H -4.8367 -20.2552 23.1828
Na -2.6272 -17.4499 28.2712
H -8.9127 -17.8450 24.2822
Na -4.6505 -19.9762 26.9630
H -0.8341 -14.7879 24.2361
H -0.2847 -17.3012 24.3886
H -5.1112 -10.4693 26.0182
C -10.8557 -18.4388 25.1410
C -8.7222 -19.8211 25.1418
H -7.8122 -19.9358 24.5528
H -5.2171 -18.4640 21.8617
H -3.9809 -11.7322 23.6117
O -3.9154 -18.6135 30.3298
H -5.8466 -19.3676 24.4340
C -4.8032 -12.1996 24.1535
H -9.3063 -18.1306 27.0723
H -4.2848 -17.4627 22.6398
H -4.9851 -14.0503 21.2706
C -4.9728 -19.3552 23.7825
H -5.8557 -16.9631 24.2342
C -5.0889 -13.5771 23.4265
H -7.8416 -17.8902 26.4201
H -12.9237 -18.0074 26.5709
O -11.3292 -19.1834 26.3231
C -1.1246 -15.5160 23.4787
H -3.8705 -10.9861 27.0214
H -11.2637 -17.4282 25.1256
H -2.5862 -16.8458 25.7645